Computed, not measured: an isolated molecule of C14H16N2OS in a non-equilibrium geometry, with ωB97M-V with the def2-TZVPD basis set.

Atoms and positions in Å:
C -1.74370 -5.20045 0.08065
C -2.03620 -3.97533 -0.33165
C -2.03912 -2.35993 -0.44649
C -0.75636 -1.65729 -1.07410
C -0.60613 -0.05897 -1.20988
O 0.64063 0.46556 -1.76342
C 1.63256 0.12046 -0.70933
C 3.02457 0.91860 -0.86227
C 3.81710 0.86147 0.57975
C 3.44967 -0.44069 1.46658
C -1.78896 0.83227 -0.70064
C -1.72442 2.45489 -0.74988
C -1.13541 2.91062 0.71880
C -3.08546 0.08113 -0.10350
N -4.26085 0.78175 0.40346
S -5.37701 -0.43229 0.93230
N -4.56579 -1.94256 0.61537
C -3.28853 -1.52040 0.05233
H -1.34668 -6.22439 0.45127
H 0.07393 -2.37591 -1.42135
H 1.89754 -1.01564 -0.75296
H 1.08140 0.34756 0.29502
H 3.73809 0.36932 -1.60667
H 2.92716 2.00017 -1.23708
H 3.53903 1.83229 1.16031
H 4.96585 0.80320 0.37992
H 3.32873 -1.41641 0.84962
H 2.39806 -0.23077 1.93161
H 4.16651 -0.61687 2.36024
H -2.80673 2.87295 -0.87100
H -1.03929 2.82315 -1.59412
H -1.60718 2.17057 1.48388
H 0.01555 2.83762 0.67554
H -1.48856 3.98430 0.99765

## Properties
E_HOMO   -8.31 eV
Relative energy (zero: lowest compared OMol25 entry of this formula, charge and spin)   1211.1 kJ/mol
SMILES   C#Cc1cc(OCCCC)c(CC)c2nsnc12
E_LUMO   -1.43 eV

=====

Computed, not measured: an isolated molecule of C3H9NO in a non-equilibrium geometry, with ωB97M-V with the def2-TZVPD basis set.

Atoms and positions in Å:
C -2.13680 0.16826 -0.52135
O -0.79077 0.47427 -0.20677
H -2.31655 0.60289 -1.50731
H -2.78184 0.69877 0.16941
H -2.32712 -0.90268 -0.59289
C 1.90826 0.01054 -0.54390
C -0.13814 -0.46409 0.64173
N 1.25772 -0.17305 0.78010
H 1.69322 1.00673 -0.90898
H 2.98748 0.00428 -0.36261
H 1.54850 -0.75443 -1.22069
H -0.27047 -1.48982 0.26849
H -0.66298 -0.43297 1.60664
H 1.29942 0.65622 1.34488

## Properties
E_HOMO   -9.27 eV
Relative energy (zero: lowest compared OMol25 entry of this formula, charge and spin)   146.4 kJ/mol
SMILES   CNCOC
E_LUMO   1.08 eV

=====

Computed, not measured: the ion CH4NO2 with charge +1 in a non-equilibrium geometry, with ωB97M-V with the def2-TZVPD basis set.

Atoms and positions in Å:
C 0.55431 0.13696 -0.52612
N -0.76867 -0.05225 0.33218
O 1.54315 0.39770 0.31920
O 1.41487 -0.84527 -0.36237
H 0.44800 0.80346 -1.56838
H -1.23224 -1.03917 0.28426
H -1.53621 0.63431 0.18500
H -0.42320 -0.03573 1.33622

## Properties
E_HOMO   -16.65 eV
Relative energy (zero: lowest compared OMol25 entry of this formula, charge and spin)   469.3 kJ/mol
SMILES   [NH3+]C1OO1
Net charge   +1
E_LUMO   -4.33 eV

=====

Q: Among the records above, which one has the lowest E_HOMO?
A: CH4NO2

=====

Copy entry 1 word for word.
Computed, not measured: an isolated molecule of C14H16N2OS in a non-equilibrium geometry, with ωB97M-V with the def2-TZVPD basis set.

Atoms and positions in Å:
C -1.74370 -5.20045 0.08065
C -2.03620 -3.97533 -0.33165
C -2.03912 -2.35993 -0.44649
C -0.75636 -1.65729 -1.07410
C -0.60613 -0.05897 -1.20988
O 0.64063 0.46556 -1.76342
C 1.63256 0.12046 -0.70933
C 3.02457 0.91860 -0.86227
C 3.81710 0.86147 0.57975
C 3.44967 -0.44069 1.46658
C -1.78896 0.83227 -0.70064
C -1.72442 2.45489 -0.74988
C -1.13541 2.91062 0.71880
C -3.08546 0.08113 -0.10350
N -4.26085 0.78175 0.40346
S -5.37701 -0.43229 0.93230
N -4.56579 -1.94256 0.61537
C -3.28853 -1.52040 0.05233
H -1.34668 -6.22439 0.45127
H 0.07393 -2.37591 -1.42135
H 1.89754 -1.01564 -0.75296
H 1.08140 0.34756 0.29502
H 3.73809 0.36932 -1.60667
H 2.92716 2.00017 -1.23708
H 3.53903 1.83229 1.16031
H 4.96585 0.80320 0.37992
H 3.32873 -1.41641 0.84962
H 2.39806 -0.23077 1.93161
H 4.16651 -0.61687 2.36024
H -2.80673 2.87295 -0.87100
H -1.03929 2.82315 -1.59412
H -1.60718 2.17057 1.48388
H 0.01555 2.83762 0.67554
H -1.48856 3.98430 0.99765

## Properties
E_HOMO   -8.31 eV
Relative energy (zero: lowest compared OMol25 entry of this formula, charge and spin)   1211.1 kJ/mol
SMILES   C#Cc1cc(OCCCC)c(CC)c2nsnc12
E_LUMO   -1.43 eV

=====

Please write out number 3 again, unchanged.
Computed, not measured: the ion CH4NO2 with charge +1 in a non-equilibrium geometry, with ωB97M-V with the def2-TZVPD basis set.

Atoms and positions in Å:
C 0.55431 0.13696 -0.52612
N -0.76867 -0.05225 0.33218
O 1.54315 0.39770 0.31920
O 1.41487 -0.84527 -0.36237
H 0.44800 0.80346 -1.56838
H -1.23224 -1.03917 0.28426
H -1.53621 0.63431 0.18500
H -0.42320 -0.03573 1.33622

## Properties
E_HOMO   -16.65 eV
Relative energy (zero: lowest compared OMol25 entry of this formula, charge and spin)   469.3 kJ/mol
SMILES   [NH3+]C1OO1
Net charge   +1
E_LUMO   -4.33 eV

=====

Q: Which value of E_HOMO does entry 2 give?
A: -9.27 eV